This record from the OMol25 dataset describes a gas-phase ion, C2H9N2O (charge +1) at a distorted geometry. The level of theory is ωB97M-V with the def2-TZVPD basis set.

XYZ file:
```
14
Properties=species:S:1:pos:R:3:forces:R:3:nbo_charge:R:1
C -0.562 0.888 0.445 0.701 -1.971 0.697 -0.278
C 0.779 0.104 0.387 0.507 -1.482 4.033 0.254
N 0.322 -1.387 0.057 1.562 1.007 1.065 -0.900
N -1.378 0.237 -0.598 -1.906 1.703 -2.551 -0.741
O 1.552 0.496 -0.660 -4.501 1.112 -1.220 -0.700
H -0.921 0.860 1.452 -0.920 -0.917 0.420 0.246
H -0.392 1.887 0.355 0.420 2.876 -1.220 0.244
H 1.388 0.276 1.563 -1.869 -0.827 -3.656 0.205
H 1.064 -1.705 -0.584 -0.628 -0.370 0.663 0.412
H 0.118 -2.056 0.843 0.702 1.109 -0.982 0.420
H -0.843 -0.665 -0.534 -0.210 -2.043 -0.339 0.443
H -1.111 0.603 -1.552 -0.298 -0.144 1.214 0.438
H -2.437 0.099 -0.670 1.827 0.610 1.075 0.461
H 2.420 0.363 -0.504 4.613 -0.665 0.801 0.497
```
Positions in Å, forces in eV/Å.

Summary:
Total charge ... +1
Electronic energy ... -266.046549 Ha
SMILES ... N[C@@H](O)C[NH3+]
LUMO ... -3.27 eV